Record 1
A structure of composition C24H23ClO3PSV at a distorted geometry, computed with ωB97M-V/def2-TZVPD.

Atoms and positions in Å:
C 1.68 1.39 0.63
C 0.38 1.77 1.08
C -0.12 0.76 1.95
H -0.04 2.76 0.94
C 0.84 -0.28 2.02
C 1.97 0.10 1.22
H 2.89 -0.46 1.12
H 2.32 1.97 -0.02
H -1.00 0.86 2.59
H 0.80 -1.16 2.65
V 0.42 -0.17 -0.28
Cl -0.29 -2.35 -0.05
P -2.26 0.22 -0.45
C -3.31 -0.10 1.01
C -4.38 0.74 1.37
H -4.59 1.63 0.78
C -5.19 0.41 2.46
H -6.03 1.07 2.71
C -4.93 -0.75 3.19
H -5.57 -1.00 4.04
C -3.87 -1.59 2.85
H -3.67 -2.50 3.42
C -3.06 -1.26 1.76
H -2.24 -1.91 1.47
C -2.66 1.94 -0.96
C -2.47 3.00 -0.05
H -2.17 2.79 0.97
C -2.65 4.32 -0.46
H -2.49 5.13 0.25
C -3.05 4.58 -1.78
H -3.21 5.61 -2.10
C -3.24 3.54 -2.69
H -3.56 3.73 -3.72
C -3.03 2.22 -2.28
H -3.18 1.40 -2.98
C -3.04 -0.80 -1.75
C -4.41 -1.08 -1.70
H -5.00 -0.72 -0.86
C -5.02 -1.82 -2.72
H -6.09 -2.02 -2.67
C -4.25 -2.30 -3.79
H -4.73 -2.87 -4.58
C -2.88 -2.04 -3.84
H -2.27 -2.41 -4.67
C -2.27 -1.30 -2.82
H -1.20 -1.11 -2.85
C 0.81 0.78 -3.98
S 1.75 -0.73 -2.69
O 2.23 -0.83 -1.24
O 2.78 -0.08 -3.51
O 0.16 0.92 -1.53
H 1.10 0.51 -5.01
H 1.30 1.73 -3.73
H -0.28 0.93 -3.94

## Properties
Net charge: +1
Orbital gap (alpha / beta), eV: 6.792 / 6.591
E_HOMO (alpha / beta), eV: -11.80 / -11.77
2S+1: 2

=====

Record 2
A structure of composition C24H23CsN8OS3 at a distorted geometry, computed with ωB97M-V/def2-TZVPD.

Atoms and positions in Å:
Cs -0.85 -3.07 0.18
S -1.62 -0.37 -1.72
C -0.72 0.69 -0.82
N -1.23 1.68 -0.10
C -0.38 2.80 0.30
C 0.66 3.02 -0.77
N 1.43 1.79 -0.92
C 2.88 1.92 -1.00
C 3.47 2.45 0.29
C 3.31 1.75 1.48
C 3.83 2.25 2.66
C 4.52 3.45 2.67
C 4.68 4.16 1.49
C 4.15 3.66 0.30
C 0.81 0.61 -0.83
S 1.54 -0.86 -0.68
C -2.67 1.76 0.19
C -2.95 2.43 1.50
C -3.58 3.67 1.52
C -3.82 4.32 2.73
C -3.42 3.73 3.92
C -2.80 2.48 3.90
C -2.57 1.83 2.70
H 0.08 2.62 1.27
H -1.02 3.68 0.39
H 1.34 3.81 -0.48
H 0.19 3.28 -1.73
H 3.12 2.60 -1.82
H 3.28 0.94 -1.24
H 2.78 0.80 1.47
H 3.71 1.69 3.58
H 4.93 3.84 3.59
H 5.22 5.10 1.48
H 4.27 4.22 -0.62
H -3.05 0.75 0.13
H -3.14 2.34 -0.62
H -3.89 4.13 0.59
H -4.31 5.28 2.74
H -3.60 4.23 4.86
H -2.51 2.01 4.83
H -2.12 0.84 2.68
N 1.35 -7.83 -1.24
C 1.25 -6.81 -0.36
N 0.62 -5.81 -0.92
C 0.34 -6.28 -2.17
N 0.77 -7.50 -2.40
C -0.35 -5.45 -3.18
C -0.51 -5.91 -4.49
N -1.11 -5.17 -5.42
C -1.53 -3.97 -5.03
C -1.37 -3.52 -3.73
N -0.78 -4.26 -2.80
H 1.77 -8.73 -1.11
H 1.64 -6.87 0.64
H -0.15 -6.89 -4.77
H -2.02 -3.35 -5.77
H -1.72 -2.53 -3.43
O -1.96 -1.40 2.01
S -3.10 -2.34 2.29
N -3.08 -3.72 1.80

## Properties
Orbital gap, eV: 7.054
Energy above the lowest of the compared OMol25 structures with the same formula, charge and spin, kcal per mole: 7.43
E_HOMO, eV: -7.30

=====

Record 3
An isolated molecule of C24H23F3N2O3S at a distorted geometry, computed with ωB97M-V/def2-TZVPD.

Atoms and positions in Å:
O 5.08 -0.18 -1.74
S 4.12 -1.21 -1.45
O 4.00 -2.33 -2.34
C 4.38 -1.80 0.22
C 3.92 -3.06 0.56
C 4.06 -3.49 1.87
C 4.65 -2.66 2.81
C 5.11 -1.40 2.45
C 4.97 -0.97 1.14
N 2.62 -0.47 -1.41
C 1.48 -1.34 -1.22
C 0.22 -0.57 -1.61
N 0.10 0.62 -0.78
C -1.16 1.31 -1.02
C -1.28 2.56 -0.18
C -0.92 2.55 1.17
C -1.07 3.69 1.94
C -1.59 4.85 1.39
C -1.95 4.86 0.05
C -1.80 3.73 -0.73
C -2.34 0.45 -0.62
C -3.55 0.57 -1.30
C -4.65 -0.17 -0.92
C -4.55 -1.03 0.16
O -5.68 -1.76 0.59
C -5.87 -2.91 -0.02
F -6.05 -2.81 -1.35
F -6.94 -3.52 0.47
F -4.84 -3.77 0.12
C -3.35 -1.17 0.85
C -2.26 -0.42 0.46
C 1.25 1.48 -1.03
C 2.52 0.74 -0.63
H 3.48 -3.68 -0.20
H 3.71 -4.47 2.16
H 4.77 -3.00 3.83
H 5.58 -0.77 3.18
H 5.33 0.00 0.82
H 1.63 -2.21 -1.86
H 1.40 -1.66 -0.17
H -0.65 -1.21 -1.45
H 0.28 -0.31 -2.68
H -1.26 1.59 -2.08
H -0.52 1.65 1.59
H -0.78 3.67 2.98
H -1.71 5.73 1.99
H -2.35 5.76 -0.39
H -2.08 3.75 -1.77
H -3.63 1.24 -2.14
H -5.59 -0.08 -1.44
H -3.29 -1.85 1.68
H -1.32 -0.53 0.98
H 1.15 2.39 -0.44
H 1.32 1.76 -2.10
H 3.41 1.34 -0.86
H 2.49 0.52 0.44

## Properties
Orbital gap, eV: 9.709
SMILES: O=S(=O)(c1ccccc1)N1CCN([C@H](c2ccccc2)c2ccc(OC(F)(F)F)cc2)CC1
E_HOMO, eV: -9.19

=====

Record 4
A cluster of 2 separate species, C24H23FNO6S2 in total at a distorted geometry, computed with ωB97M-V/def2-TZVPD.

Atoms and positions in Å:
C 6.65 -2.23 2.14
C 5.43 -1.36 2.14
C 4.96 -0.83 3.34
C 3.88 0.05 3.36
C 3.24 0.38 2.15
S 1.93 1.59 2.09
N 0.69 0.53 1.68
C -0.52 0.82 1.39
C -1.60 -0.08 1.75
C -2.91 0.44 1.84
C -3.99 -0.41 2.07
C -3.77 -1.79 2.21
C -2.47 -2.30 2.19
C -1.38 -1.45 2.00
O 1.72 2.02 3.45
O 2.19 2.54 1.04
C 3.64 -0.23 0.96
C 4.74 -1.09 0.96
H 6.96 -2.48 1.12
H 7.49 -1.74 2.65
H 6.44 -3.16 2.67
H 5.47 -1.09 4.27
H 3.53 0.48 4.29
H -0.83 1.81 0.98
H -3.05 1.50 1.64
H -4.99 0.02 2.14
H -4.61 -2.47 2.38
H -2.28 -3.37 2.33
H -0.36 -1.83 1.94
H 3.10 -0.03 0.04
H 5.07 -1.53 0.02
C 1.21 4.22 -3.04
C 1.59 2.93 -2.33
O 0.34 2.22 -2.11
C 0.50 0.95 -1.62
C -0.81 0.38 -1.49
F -0.90 -0.89 -1.09
S -2.29 1.14 -2.25
C -3.41 -0.26 -2.46
C -3.70 -0.73 -3.74
C -4.56 -1.82 -3.90
C -5.12 -2.43 -2.78
C -4.82 -1.97 -1.50
C -3.97 -0.88 -1.34
O -2.83 2.03 -1.25
O -1.98 1.61 -3.58
O 1.57 0.41 -1.36
H 2.08 4.89 -3.16
H 0.81 3.98 -4.04
H 0.41 4.74 -2.47
H 2.23 2.30 -2.97
H 2.06 3.12 -1.35
H -3.25 -0.24 -4.60
H -4.78 -2.17 -4.91
H -5.80 -3.28 -2.90
H -5.25 -2.44 -0.61
H -3.71 -0.49 -0.35

## Properties
Net charge: -1
Orbital gap, eV: 6.180
Energy above the lowest of the compared OMol25 structures with the same formula, charge and spin, kcal per mole: 0.00
E_HOMO, eV: -3.57

=====

Record 5
A structure of composition C24H23N12O2ReS2, computed with ωB97M-V/def2-TZVPD.

Atoms and positions in Å:
Re 0.10 0.10 0.03
N -1.11 1.53 2.82
C 0.20 1.30 2.90
N 0.86 1.74 3.95
C 2.15 1.39 4.06
N 2.86 1.86 5.06
N 2.78 0.52 3.20
C 2.10 0.18 2.17
N 0.82 0.61 1.87
C 2.67 -0.76 1.18
C 3.89 -1.39 1.37
C 4.32 -2.29 0.40
C 3.52 -2.52 -0.71
C 2.33 -1.84 -0.84
N 1.91 -0.98 0.09
H -1.52 1.96 3.64
H -1.71 0.92 2.29
H 2.43 2.47 5.74
H 3.81 1.57 5.18
H 4.46 -1.18 2.26
H 5.26 -2.81 0.52
H 3.83 -3.22 -1.48
H 1.69 -1.98 -1.70
N -4.25 -6.75 -0.68
C -3.73 -5.57 -0.37
C -4.51 -4.59 0.30
C -3.97 -3.38 0.63
C -2.62 -3.11 0.31
C -1.83 -4.08 -0.35
C -2.37 -5.28 -0.68
S -2.00 -1.63 0.71
O -0.52 -1.69 1.02
O -2.81 -0.88 1.62
N -1.65 -0.58 -0.59
C -2.39 0.63 -0.67
N -3.61 0.78 -1.07
C -4.04 2.05 -1.07
C -3.23 3.12 -0.69
C -1.94 2.84 -0.27
N -1.53 1.57 -0.26
H -5.21 -6.97 -0.46
H -3.71 -7.46 -1.15
H -5.54 -4.81 0.54
H -4.57 -2.64 1.14
H -0.79 -3.87 -0.58
H -1.77 -6.03 -1.18
H -5.06 2.21 -1.39
H -3.60 4.13 -0.71
H -1.26 3.61 0.05
N 3.52 5.21 -3.71
C 2.30 4.70 -3.67
S 0.97 5.20 -4.47
C 2.03 3.56 -2.74
C 1.71 2.30 -3.24
C 1.29 1.32 -2.37
N 1.15 1.55 -1.04
C 1.50 2.76 -0.55
C 1.97 3.77 -1.36
H 3.71 6.00 -4.31
H 4.30 4.79 -3.23
H 1.75 2.09 -4.30
H 1.03 0.33 -2.72
H 1.39 2.90 0.52
H 2.24 4.72 -0.93

## Properties
Net charge: +3
Orbital gap (alpha / beta), eV: 5.442 / 5.436
Energy above the lowest of the compared OMol25 structures with the same formula, charge and spin, kcal per mole: 0.00
E_HOMO (alpha / beta), eV: -15.30 / -15.30
2S+1: 2

=====

Record 6
An isolated molecule of C24H23N3O5 at a distorted geometry, computed with ωB97M-V/def2-TZVPD.

Atoms and positions in Å:
C 1.78 0.45 3.21
C 0.76 0.55 2.09
O 1.34 0.19 0.84
C 1.95 1.16 0.14
O 1.96 2.32 0.49
C 2.59 0.61 -1.09
C 3.07 -0.69 -1.07
C 3.69 -1.23 -2.18
C 3.84 -0.47 -3.33
C 3.35 0.82 -3.36
C 2.73 1.38 -2.25
O 2.27 2.67 -2.32
C 0.99 2.81 -2.93
C -0.05 2.11 -2.10
C -0.27 0.76 -2.27
C -1.07 0.04 -1.38
C -1.21 -1.39 -1.53
N -1.72 -2.09 -0.60
N -1.83 -3.42 -0.72
C -2.28 -4.22 0.29
O -2.47 -5.40 0.11
C -2.48 -3.54 1.60
C -3.58 -3.87 2.39
C -3.75 -3.24 3.60
C -2.81 -2.29 3.98
N -1.74 -2.00 3.26
C -1.57 -2.61 2.11
C -1.66 0.72 -0.32
C -1.47 2.07 -0.15
C -0.66 2.79 -1.03
O -0.41 4.11 -0.94
C -0.80 4.80 0.22
H 2.20 -0.55 3.26
H 1.31 0.68 4.16
H 2.60 1.16 3.05
H 0.38 1.57 2.02
H -0.06 -0.15 2.25
H 2.96 -1.28 -0.17
H 4.07 -2.24 -2.15
H 4.33 -0.89 -4.20
H 3.46 1.43 -4.25
H 0.82 3.89 -2.97
H 1.02 2.40 -3.95
H 0.21 0.24 -3.09
H -0.84 -1.84 -2.46
H -1.61 -3.88 -1.61
H -4.28 -4.61 2.03
H -4.59 -3.46 4.24
H -2.90 -1.75 4.91
H -0.67 -2.36 1.56
H -2.26 0.16 0.38
H -1.95 2.57 0.68
H -1.88 4.84 0.33
H -0.35 4.34 1.11
H -0.41 5.81 0.11

## Properties
Orbital gap, eV: 8.389
SMILES: CCOC(=O)c1ccccc1OCc1cc(/C=N/NC(=O)c2cccnc2)ccc1OC
Energy above the lowest of the compared OMol25 structures with the same formula, charge and spin, kcal per mole: 49.65
E_HOMO, eV: -8.07